Record 1
The following is a quantum chemistry calculation of a gas-phase ion, C4H11NS (charge +1) at a distorted geometry, from the OMol25 dataset.

Summary:
Multiplicity: 2
Kohn-Sham gap (alpha / beta): 11.8702 / 4.0947 eV
Charge: +1
Lowest unoccupied orbital energy (alpha / beta): -3.11 / -8.91 eV
Calculated total energy: -16641.108 eV
HOMO level (alpha / beta): -14.979 / -13.007 eV
Energy above the lowest of the compared OMol25 structures with the same formula, charge and spin: 2.148 eV
Expectation value of S²: 0.76

Geometry as XYZ:
```
17
C4H11NS | the OMol25 dataset | the ωB97M-V functional and the def2-TZVPD basis
C -0.516 1.116 0.495
C -0.021 0.864 -0.994
C 1.158 -0.150 -1.241
S 2.637 -0.751 -0.195
C -0.791 -0.276 1.235
N -1.548 -1.197 0.383
H 0.137 1.770 1.179
H -1.450 1.676 0.338
H -0.766 0.552 -1.689
H 0.238 1.856 -1.277
H 0.746 -1.208 -1.272
H 1.565 0.056 -2.137
H 2.466 0.097 0.807
H 0.164 -0.891 1.302
H -1.001 -0.063 2.296
H -0.866 -1.686 -0.175
H -2.152 -1.767 0.945
```

---

Record 2
The following is a quantum chemistry calculation of 2 unconnected molecules or ions with the total composition C4H11NS, from the OMol25 dataset.

Summary:
Multiplicity: 2
Kohn-Sham gap (alpha / beta): 8.2674 / 3.0475 eV
Charge: +1
Lowest unoccupied orbital energy (alpha / beta): -3.15 / -8.36 eV
Calculated total energy: -16642.498 eV
HOMO level (alpha / beta): -11.415 / -11.403 eV
Energy above the lowest of the compared OMol25 structures with the same formula, charge and spin: 0.758 eV
Expectation value of S²: 0.75

Geometry as XYZ:
```
17
C4H11NS | the OMol25 dataset | the ωB97M-V functional and the def2-TZVPD basis
C -0.398 0.271 0.691
S -1.289 1.596 1.454
C -0.050 2.451 2.397
H 0.178 0.554 -0.199
H -1.143 -0.474 0.439
H 0.332 -0.120 1.411
H 0.329 1.706 3.103
H 0.767 2.804 1.765
H -0.542 3.222 2.981
C 2.010 -1.995 -2.760
C 1.198 -2.335 -1.769
N -0.156 -1.937 -1.680
H 1.639 -1.442 -3.616
H 3.058 -2.263 -2.726
H 1.548 -2.897 -0.914
H -0.590 -1.792 -2.582
H -0.712 -2.602 -1.159
```

---

Record 3
The following is a quantum chemistry calculation of a molecular structure, C4H11NS2 at a distorted geometry, from the OMol25 dataset.

Summary:
Kohn-Sham gap (alpha / beta): 7.6516 / 7.5754 eV
Lowest unoccupied orbital energy (alpha / beta): 0.02 / 0.04 eV
Calculated total energy: -27482.398 eV
HOMO level (alpha / beta): -7.636 / -7.532 eV
Energy above the lowest of the compared OMol25 structures with the same formula, charge and spin: 4.868 eV

Geometry as XYZ:
```
18
C4H11NS2 | the OMol25 dataset | the ωB97M-V functional and the def2-TZVPD basis
C -2.055 -0.468 1.877
C 2.174 1.470 -1.597
C -2.317 -0.861 0.463
C 1.608 0.839 -0.361
N -1.416 -1.093 -0.632
S 2.725 -0.144 0.659
S 0.167 -1.011 -0.554
H -1.841 -1.259 2.525
H -1.361 0.383 2.038
H -2.980 -0.066 2.217
H 2.261 2.606 -1.542
H 3.139 1.102 -1.718
H 1.625 1.073 -2.401
H -2.979 -1.766 0.518
H -2.963 -0.049 0.202
H 1.113 1.515 0.282
H 2.742 -1.410 -0.082
H 0.356 -0.862 -1.893
```

---

Record 4
The following is a quantum chemistry calculation of 2 unconnected molecules or ions with the total composition C4H11O at a distorted geometry, from the OMol25 dataset.

Summary:
Multiplicity: 2
Kohn-Sham gap (alpha / beta): 11.7556 / 8.4969 eV
Lowest unoccupied orbital energy (alpha / beta): 0.98 / -1.83 eV
Calculated total energy: -6370.176 eV
HOMO level (alpha / beta): -10.780 / -10.332 eV
Energy above the lowest of the compared OMol25 structures with the same formula, charge and spin: 1.125 eV
Expectation value of S²: 0.75

Geometry as XYZ:
```
16
C4H11O | the OMol25 dataset | the ωB97M-V functional and the def2-TZVPD basis
C -0.663 -1.922 -1.593
O -0.120 -0.971 -2.354
H -1.759 -1.876 -1.517
H -0.416 -2.122 -0.487
H -0.675 -3.036 -1.989
C -0.955 0.480 0.458
C 0.415 0.567 1.184
C 1.490 1.553 0.640
H -0.548 0.179 -0.566
H -1.653 -0.136 0.880
H -1.347 1.544 0.271
H 0.210 0.806 2.250
H 0.832 -0.395 1.188
H 2.536 1.186 0.900
H 1.321 2.593 1.168
H 1.331 1.549 -0.432
```

---

Record 5
The following is a quantum chemistry calculation of a molecular structure, C4H11O2Tl at a distorted geometry, from the OMol25 dataset.

Summary:
Kohn-Sham gap (alpha / beta): 5.2566 / 11.0781 eV
Charge: +2
Lowest unoccupied orbital energy (alpha / beta): -12.60 / -8.57 eV
Calculated total energy: -13089.330 eV
HOMO level (alpha / beta): -17.852 / -19.643 eV

Geometry as XYZ:
```
18
C4H11O2Tl | the OMol25 dataset | the ωB97M-V functional and the def2-TZVPD basis
H -5.608 0.163 0.525
C -3.757 0.981 0.228
H -3.873 0.329 -0.644
H -3.684 0.418 1.166
H -4.441 1.839 0.248
O -2.322 1.622 0.021
C -1.908 2.500 1.069
C -0.410 2.691 0.984
O -0.085 2.980 -0.386
C 1.239 3.485 -0.587
Tl -1.252 1.935 -1.559
H -2.156 2.070 2.050
H -2.440 3.458 0.963
H 0.132 1.784 1.288
H -0.102 3.533 1.616
H 1.366 3.656 -1.660
H 1.348 4.430 -0.041
H 1.974 2.751 -0.230
```

---

Record 6
The following is a quantum chemistry calculation of a molecular structure, C4H11O3 at a distorted geometry, from the OMol25 dataset.

Summary:
Kohn-Sham gap: 7.4949 eV
Charge: -1
Lowest unoccupied orbital energy: 3.91 eV
Calculated total energy: -10468.348 eV
HOMO level: -3.580 eV
Energy above the lowest of the compared OMol25 structures with the same formula, charge and spin: 1.331 eV

Geometry as XYZ:
```
18
C4H11O3 | the OMol25 dataset | the ωB97M-V functional and the def2-TZVPD basis
C -0.576 0.069 -1.215
C -1.142 -0.193 0.218
C -0.802 -1.517 0.890
O 0.628 -1.752 0.820
C 0.892 0.500 -1.249
O 1.063 1.754 -0.619
H -0.624 -0.918 -1.715
H -1.200 0.821 -1.673
H -2.213 0.003 0.105
H -0.700 0.581 0.846
H -1.330 -2.368 0.482
H -0.914 -1.420 1.971
H 0.822 -1.780 -0.115
H 1.576 -0.106 -0.642
H 1.221 0.543 -2.294
H 1.107 1.568 0.635
H 1.043 2.587 1.740
O 1.149 1.628 1.812
```

---

Record 7
The following is a quantum chemistry calculation of a single C4H11OP molecule at a distorted geometry, from the OMol25 dataset.

Summary:
Kohn-Sham gap: 9.2451 eV
Lowest unoccupied orbital energy: 0.98 eV
Calculated total energy: -15660.998 eV
HOMO level: -8.265 eV
Energy above the lowest of the compared OMol25 structures with the same formula, charge and spin: 1.863 eV

Geometry as XYZ:
```
17
C4H11OP | the OMol25 dataset | the ωB97M-V functional and the def2-TZVPD basis
C 0.976 1.680 0.455
C -0.040 0.551 0.425
C -0.480 0.072 1.796
P 0.751 -1.199 -0.806
C -0.262 -0.686 -2.223
O -0.280 -2.460 -0.296
H 1.896 1.535 1.174
H 1.428 1.835 -0.524
H 0.408 2.500 0.737
H -0.917 0.879 -0.185
H -1.127 0.665 2.377
H 0.444 -0.187 2.404
H -1.227 -0.805 1.850
H -0.192 -1.524 -3.018
H 0.202 0.307 -2.695
H -1.314 -0.888 -2.111
H -0.267 -2.275 0.640
```

---

Record 8
The following is a quantum chemistry calculation of 2 unconnected molecules or ions with the total composition C4H11OS2 at a distorted geometry, from the OMol25 dataset.

Summary:
Kohn-Sham gap: 6.2175 eV
Charge: -1
Lowest unoccupied orbital energy: 3.38 eV
Calculated total energy: -28043.733 eV
HOMO level: -2.840 eV
Energy above the lowest of the compared OMol25 structures with the same formula, charge and spin: 2.157 eV

Geometry as XYZ:
```
18
C4H11OS2 | the OMol25 dataset | the ωB97M-V functional and the def2-TZVPD basis
C -0.255 -0.277 -1.947
O 1.008 -0.670 -1.547
C -0.207 1.161 -2.471
H -0.972 -0.286 -1.097
H -0.637 -0.970 -2.718
H -1.169 1.606 -2.755
H 0.488 1.179 -3.317
H 0.266 1.764 -1.693
C 0.746 -2.194 0.670
S -0.108 -1.300 1.994
S 0.538 0.647 1.579
C -0.482 1.475 2.857
H 0.924 -1.429 -0.242
H 1.722 -2.556 0.997
H 0.111 -3.000 0.314
H -0.726 0.713 3.597
H 0.158 2.230 3.305
H -1.404 1.905 2.474
```

---

Record 9
The following is a quantum chemistry calculation of 2 unconnected molecules or ions with the total composition C4H11PS at a distorted geometry, from the OMol25 dataset.

Summary:
Kohn-Sham gap (alpha / beta): 7.4435 / 7.3758 eV
Lowest unoccupied orbital energy (alpha / beta): -0.08 / -0.34 eV
Calculated total energy: -24447.974 eV
HOMO level (alpha / beta): -7.527 / -7.719 eV
Energy above the lowest of the compared OMol25 structures with the same formula, charge and spin: 2.397 eV

Geometry as XYZ:
```
17
C4H11PS | the OMol25 dataset | the ωB97M-V functional and the def2-TZVPD basis
C -0.550 -1.814 0.651
C 1.934 0.611 0.092
C -0.971 1.434 0.285
C -0.660 -1.469 -0.752
P 0.379 1.027 -0.868
S 0.483 2.337 -2.286
H -1.063 -2.692 0.915
H 0.530 -1.880 0.968
H -1.047 -1.008 1.204
H 1.419 0.081 0.944
H 2.587 -0.104 -0.398
H 2.499 1.434 0.509
H -1.664 1.961 -0.461
H -1.559 0.765 1.016
H -0.572 2.231 0.917
H -1.421 -0.908 -1.165
H -0.323 -2.007 -1.572
```

---

Record 10
The following is a quantum chemistry calculation of a single C4H11PS2 molecule at a distorted geometry, from the OMol25 dataset.

Summary:
Kohn-Sham gap: 7.8069 eV
Lowest unoccupied orbital energy: -0.76 eV
Calculated total energy: -35284.208 eV
HOMO level: -8.568 eV
Energy above the lowest of the compared OMol25 structures with the same formula, charge and spin: 1.887 eV

Geometry as XYZ:
```
18
C4H11PS2 | the OMol25 dataset | the ωB97M-V functional and the def2-TZVPD basis
C 1.371 0.458 0.084
C 0.406 -0.343 0.964
C 0.607 -1.855 1.293
P -1.509 -0.042 0.525
C -1.701 1.680 -0.243
S -1.567 -1.090 -1.449
S -0.395 -0.364 -3.279
H 1.369 1.490 0.480
H 2.337 -0.197 0.018
H 1.062 0.428 -0.936
H 0.612 0.138 1.884
H 0.345 -2.034 2.342
H 1.595 -2.231 1.066
H -0.136 -2.415 0.757
H -1.004 2.321 0.371
H -1.313 1.839 -1.278
H -2.656 2.241 -0.158
H 0.576 -0.025 -2.444
```

---

Record 11
The following is a quantum chemistry calculation of 2 unconnected molecules or ions with the total composition C4H12 at a distorted geometry, from the OMol25 dataset.

Summary:
Multiplicity: 2
Kohn-Sham gap (alpha / beta): 2.7822 / 11.7939 eV
Charge: -1
Lowest unoccupied orbital energy (alpha / beta): 4.36 / 4.31 eV
Calculated total energy: -4339.253 eV
HOMO level (alpha / beta): 1.576 / -7.481 eV
Energy above the lowest of the compared OMol25 structures with the same formula, charge and spin: 1.784 eV
Expectation value of S²: 0.75

Geometry as XYZ:
```
16
C4H12 | the OMol25 dataset | the ωB97M-V functional and the def2-TZVPD basis
C 1.164 0.249 1.538
C 1.836 -1.020 0.908
H 1.833 1.033 1.571
H 0.230 0.526 1.020
H 0.947 -0.037 2.639
H 1.411 -1.448 0.041
H 2.373 -1.714 1.774
H 2.744 -0.592 0.435
C -1.849 -0.266 -1.030
C -1.192 1.098 -1.425
H -2.841 -0.504 -1.518
H -1.277 -1.198 -1.232
H -2.130 -0.399 0.080
H -0.629 0.823 -2.332
H -1.969 1.589 -1.764
H -0.444 1.552 -0.655
```

---

Record 12
The following is a quantum chemistry calculation of 2 unconnected molecules or ions with the total composition C4H12 at a distorted geometry, from the OMol25 dataset.

Summary:
Multiplicity: 2
Kohn-Sham gap (alpha / beta): 2.8011 / 11.8150 eV
Charge: -1
Lowest unoccupied orbital energy (alpha / beta): 4.37 / 4.59 eV
Calculated total energy: -4340.331 eV
HOMO level (alpha / beta): 1.569 / -7.228 eV
Energy above the lowest of the compared OMol25 structures with the same formula, charge and spin: 0.706 eV
Expectation value of S²: 0.75

Geometry as XYZ:
```
16
C4H12 | the OMol25 dataset | the ωB97M-V functional and the def2-TZVPD basis
C -0.051 -0.873 -1.815
C 1.322 -0.236 -1.772
H -0.613 -0.728 -2.736
H -0.031 -1.921 -1.524
H -0.750 -0.468 -1.072
H 1.601 0.350 -0.893
H 2.141 -0.956 -1.759
H 1.560 0.434 -2.602
C 0.039 0.562 1.505
C -1.347 0.665 2.067
H 0.250 1.000 0.538
H 0.883 0.631 2.187
H 0.293 -0.504 1.257
H -2.110 0.992 1.352
H -1.462 1.368 2.897
H -1.726 -0.316 2.372
```